Record 1
The following is a DFT calculation (ωB97M-V with the def2-TZVPD basis set) of a structure of composition C28H49BMnN7O.

Last column: Löwdin charge in e.
Element x y z (Å)
Mn: 0.0307 0.1291 0.6069  0.691
C: 1.3142 -2.9131 -3.6302  -0.006
C: 1.6313 -2.0605 -2.4492  -0.248
C: 2.8597 -1.6747 -1.9460  0.045
C: 2.5858 -0.9468 -0.7807  -0.212
N: 1.2619 -0.8482 -0.6369  0.034
N: 0.6862 -1.5560 -1.6385  0.045
B: -0.8240 -1.8436 -1.5235  -0.475
N: -1.0962 -2.3866 -0.0915  0.056
N: -0.7735 -1.6505 1.0155  0.034
C: -1.0984 -2.3740 2.0882  -0.217
C: -1.6344 -3.5965 1.6723  0.043
C: -1.6162 -3.5650 0.2903  -0.247
C: -2.0733 -4.6058 -0.6743  -0.008
C: -0.8872 -1.9079 3.5084  -0.537
C: 0.1149 -2.8502 4.1886  -0.029
C: -2.2288 -1.9634 4.2502  -0.032
C: -0.3480 -0.4799 3.5722  -0.041
N: -1.5978 -0.5204 -1.6821  0.046
N: -1.4910 0.3846 -0.6807  0.040
C: -2.3910 1.3447 -0.9044  -0.213
C: -3.0495 1.0743 -2.1112  0.045
C: -2.5316 -0.1256 -2.5633  -0.248
C: -2.8992 -0.9251 -3.7669  -0.005
C: -2.6898 2.4454 0.0888  -0.523
C: -2.0866 3.7804 -0.3631  -0.017
C: -2.1707 2.0666 1.4766  -0.046
C: -4.2145 2.6038 0.1797  -0.039
C: 3.5751 -0.4456 0.2484  -0.523
C: 4.6862 -1.4946 0.3936  -0.040
C: 2.8942 -0.2880 1.6096  -0.045
C: 4.2115 0.8789 -0.1898  -0.018
H: 2.2269 -3.1333 -4.1793  0.087
H: 0.6167 -2.4170 -4.3049  0.083
H: 0.8633 -3.8572 -3.3232  0.086
H: 3.8231 -1.9391 -2.3459  0.117
H: -1.1652 -2.6347 -2.3477  0.120
H: -1.9933 -4.4020 2.2896  0.120
H: -2.4657 -5.4607 -0.1285  0.087
H: -1.2535 -4.9483 -1.3058  0.085
H: -2.8588 -4.2239 -1.3264  0.086
H: -0.2444 -3.8792 4.1761  0.088
H: 0.2636 -2.5542 5.2285  0.092
H: 1.0818 -2.8251 3.6819  0.085
H: -2.6333 -2.9755 4.2570  0.085
H: -2.9644 -1.3094 3.7783  0.091
H: -2.0985 -1.6449 5.2858  0.091
H: 0.6418 -0.4012 3.1129  0.057
H: -0.2333 -0.1750 4.6136  0.103
H: -1.0344 0.2295 3.1043  0.059
H: -3.8398 1.6414 -2.5718  0.117
H: -3.6876 -0.4175 -4.3179  0.086
H: -3.2566 -1.9161 -3.4881  0.084
H: -2.0454 -1.0559 -4.4326  0.086
H: -0.9967 3.7470 -0.3723  0.060
H: -2.3900 4.5773 0.3186  0.095
H: -2.4340 4.0423 -1.3638  0.094
H: -1.0749 2.0420 1.5154  0.056
H: -2.5794 1.1035 1.7888  0.087
H: -2.4775 2.8147 2.2097  0.104
H: -4.6394 2.9124 -0.7753  0.083
H: -4.4642 3.3672 0.9182  0.091
H: -4.6889 1.6677 0.4767  0.098
H: 4.2767 -2.4639 0.6809  0.098
H: 5.3949 -1.1781 1.1604  0.091
H: 5.2387 -1.6205 -0.5373  0.083
H: 2.4054 -1.2190 1.9059  0.085
H: 2.1722 0.5363 1.6142  0.054
H: 3.6329 -0.0398 2.3738  0.104
H: 4.6761 0.7770 -1.1718  0.094
H: 4.9859 1.1740 0.5209  0.094
H: 3.4771 1.6825 -0.2354  0.062
C: 2.0280 4.5460 -1.8911  -0.017
N: 1.6779 3.7719 -0.7032  -0.130
C: 1.8997 4.4108 0.5897  -0.007
C: 1.1560 2.5516 -0.7909  -0.473
C: 0.9661 1.9731 -2.1598  0.041
O: 0.8523 1.9341 0.2623  -0.105
H: 2.4135 5.5079 -1.5667  0.097
H: 1.1565 4.7219 -2.5212  0.098
H: 2.7989 4.0463 -2.4772  0.099
H: 2.9338 4.7479 0.6527  0.101
H: 1.7002 3.7023 1.3850  0.089
H: 1.2386 5.2720 0.6973  0.102
H: 1.9254 1.9199 -2.6783  0.103
H: 0.3007 2.6058 -2.7495  0.103
H: 0.5443 0.9792 -2.0898  0.062

Force components x, y, z for each atom (eV/Å):
-0.04 -0.02 0.07
0.00 0.01 -0.01
0.00 -0.01 -0.01
0.01 -0.06 0.03
-0.05 0.05 0.01
0.04 -0.09 0.04
0.01 0.09 -0.04
-0.04 -0.02 0.02
0.04 0.00 0.02
-0.02 -0.02 -0.01
0.03 0.03 -0.02
-0.01 0.01 0.00
-0.01 -0.01 0.01
0.00 0.00 0.00
0.00 -0.01 0.00
0.00 0.00 0.00
0.00 0.00 0.00
0.01 -0.01 -0.02
0.03 0.03 -0.02
0.08 0.07 -0.05
0.04 -0.02 0.03
-0.05 -0.02 0.04
0.00 -0.01 -0.01
0.02 0.00 -0.01
-0.02 0.01 -0.02
0.01 0.01 -0.01
0.02 -0.01 0.01
0.01 0.01 0.00
0.01 0.02 -0.02
0.00 0.00 0.00
0.00 -0.01 -0.02
0.00 -0.01 0.00
0.00 0.00 0.00
0.00 0.00 0.00
0.00 0.00 0.00
0.00 -0.01 0.00
0.00 0.00 0.00
0.00 -0.01 0.00
0.00 0.00 0.00
0.00 0.00 0.00
0.00 0.00 0.00
0.00 0.00 0.00
0.00 0.00 0.00
0.00 0.00 0.00
0.00 0.00 0.00
0.00 0.00 0.00
0.00 0.00 0.00
-0.01 0.00 0.00
0.00 0.00 0.00
0.00 0.00 0.01
-0.01 0.00 0.00
0.00 0.00 0.00
-0.01 0.00 0.00
0.00 0.00 0.00
-0.02 -0.01 0.00
0.00 0.00 0.00
0.00 0.00 0.00
-0.01 0.01 0.00
-0.01 0.00 0.00
0.00 0.00 0.01
0.00 0.00 0.00
0.00 0.00 0.00
0.00 0.00 0.00
0.00 0.00 0.00
0.00 0.00 0.00
0.00 0.00 0.00
-0.01 0.01 0.00
-0.03 0.04 -0.01
-0.01 0.01 0.00
0.00 0.00 0.00
0.00 0.00 0.00
-0.03 0.02 0.00
0.00 0.00 0.00
0.01 0.01 -0.01
-0.01 0.00 0.01
0.04 0.01 0.07
0.00 0.00 0.00
0.00 -0.03 -0.06
0.00 0.00 0.00
0.00 0.00 0.00
0.00 0.01 0.00
0.00 0.00 0.00
0.00 0.01 0.00
0.00 0.00 0.00
-0.01 0.00 -0.01
0.00 0.01 0.00
-0.03 -0.03 0.01

Results
lowest unoccupied orbital energy (spin up / spin down): -0.063 / -0.066 Ha
E_HOMO (spin up / spin down): -11.16 / -10.71 eV
net charge: +1
spin multiplicity: 2
electronic energy: -74305.522 eV
HOMO-LUMO gap (spin up / spin down): 9.5 / 8.9 eV
energy relative to the best compared isomer or geometry (same formula, charge and spin): 0.020 eV

***

Record 2
The following is a DFT calculation (ωB97M-V with the def2-TZVPD basis set) of the ion C28H49BrFNO7P with charge +1 in a non-equilibrium geometry.

Last column: Löwdin charge in e.
Element x y z (Å)
C: 3.8271 -1.3161 3.6368  0.214
C: 3.2918 -0.9909 2.6163  -0.073
C: 2.6308 -0.6425 1.3633  -0.433
O: 1.9175 -1.8144 0.9443  -0.053
C: 3.5027 -0.2880 0.1250  -0.273
C: 4.0353 -1.5670 -0.5391  -0.301
F: 4.8552 -1.1575 -1.5941  -0.011
C: 4.8144 -2.6090 0.2650  -0.164
C: 6.2410 -2.2378 0.6790  -0.092
P: 4.9736 0.7853 0.7306  1.006
C: 5.9543 1.2415 -0.7480  -0.225
O: 4.2514 2.1942 1.1767  -0.313
C: 2.4404 0.4828 -0.7879  -0.323
O: 3.0283 1.7659 -1.1480  -0.070
C: 2.0276 -0.1240 -2.1280  -0.058
C: 1.0327 -1.2897 -2.1413  -0.155
O: 0.2091 -1.2153 -3.3069  -0.003
C: 0.8298 -1.2622 -4.5283  -0.523
C: 1.8990 -2.2987 -4.7692  0.025
O: 0.4789 -0.5072 -5.3854  0.144
C: 1.2326 0.8854 0.1043  -0.218
C: 0.6965 2.2870 -0.1290  -0.126
C: -0.6405 2.5656 0.5716  -0.200
C: -1.8499 2.0116 -0.1907  -0.191
C: -3.0669 1.8115 0.7369  -0.216
C: -4.4109 2.0672 0.0663  -0.207
C: -4.8742 0.9312 -0.8669  -0.206
C: -6.3918 0.7453 -0.8559  -0.212
C: -6.8975 -0.0723 0.3436  -0.232
C: -8.2659 -0.7003 0.0934  -0.210
C: -8.2905 -1.9158 -0.8701  -0.246
C: -6.9546 -2.6325 -1.0901  -0.118
N: 1.5099 0.4434 1.5534  -0.267
Br: -0.1377 -0.4417 2.1736  1.132
C: 1.8866 1.5280 2.5317  -0.158
C: 1.1139 1.6523 3.8487  -0.114
C: 1.4609 0.6149 4.9085  -0.544
O: 0.7262 -0.2638 5.2432  0.110
O: 2.6588 0.7949 5.5331  0.097
H: 4.2228 -1.7603 4.5232  0.083
H: 2.3434 -2.5934 1.3223  0.116
H: 3.2027 -2.0904 -1.0038  0.125
H: 4.9013 -3.4570 -0.4215  0.127
H: 4.2509 -2.9896 1.1164  0.100
H: 6.2334 -1.5709 1.5428  0.041
H: 6.7695 -1.7339 -0.1259  0.068
H: 6.7642 -3.1414 0.9857  0.084
H: 6.3279 2.2547 -0.5909  0.058
H: 5.4239 1.2102 -1.6933  0.032
H: 6.7986 0.5594 -0.8272  0.040
H: 4.0926 2.7824 0.4253  0.064
H: 3.4317 1.6905 -2.0192  0.107
H: 2.9198 -0.4123 -2.6868  0.128
H: 1.5616 0.6862 -2.6965  0.149
H: 0.3354 -1.2859 -1.3071  0.121
H: 1.5344 -2.2597 -2.1252  0.109
H: 1.6471 -2.8560 -5.6668  0.100
H: 2.0243 -3.0123 -3.9552  0.075
H: 2.8538 -1.7909 -4.9058  0.097
H: 0.4158 0.2385 -0.2052  0.083
H: 0.6100 2.4264 -1.2057  0.141
H: 1.4252 3.0334 0.1940  0.112
H: -0.6550 2.1311 1.5734  0.051
H: -0.7409 3.6428 0.7117  0.128
H: -1.5899 1.0439 -0.6333  0.107
H: -2.1201 2.7015 -0.9911  0.122
H: -3.0404 0.8150 1.1852  0.098
H: -2.9629 2.5187 1.5687  0.111
H: -5.1609 2.1665 0.8580  0.107
H: -4.4003 3.0247 -0.4585  0.116
H: -4.5433 1.1485 -1.8855  0.110
H: -4.3974 0.0007 -0.5443  0.105
H: -6.7128 0.2645 -1.7830  0.106
H: -6.8796 1.7232 -0.8134  0.117
H: -7.0056 0.6105 1.1939  0.107
H: -6.1548 -0.8067 0.6614  0.094
H: -8.9076 0.0781 -0.3287  0.107
H: -8.7169 -0.9761 1.0480  0.104
H: -8.6920 -1.6047 -1.8352  0.100
H: -8.9904 -2.6501 -0.4683  0.098
H: -7.1480 -3.6242 -1.5036  0.069
H: -6.3148 -2.1133 -1.8043  0.066
H: -6.4164 -2.7854 -0.1550  0.066
H: 2.9373 1.4083 2.7744  0.097
H: 1.8252 2.4793 2.0174  0.118
H: 0.0382 1.7250 3.7268  0.092
H: 1.4474 2.6129 4.2541  0.145
H: 3.3333 1.0675 4.8965  0.102

Force components x, y, z for each atom (eV/Å):
-0.22 -0.52 -0.08
0.13 0.84 0.09
-0.25 -2.22 -0.37
-0.33 0.59 0.05
-0.70 1.47 0.14
-0.07 -0.41 0.15
0.04 0.03 -0.09
0.52 -0.18 -0.51
-0.48 0.22 0.59
0.37 -0.22 0.49
-0.26 -0.05 -0.21
0.24 0.23 -0.23
1.29 1.62 0.27
0.05 -0.33 -0.18
-0.54 -0.44 0.10
-0.03 -0.44 -0.36
0.15 0.22 0.19
-0.03 0.09 -0.42
0.13 -0.16 0.57
-0.10 -0.08 0.14
-0.62 -0.64 -1.09
0.30 0.56 1.02
-0.07 -0.25 -0.28
-0.18 -0.23 0.49
0.30 0.73 -0.09
-0.37 -0.61 0.35
0.04 0.50 -0.05
0.05 -0.30 0.12
-0.12 0.55 0.16
0.06 -0.08 -0.19
0.14 0.05 0.18
-0.29 -0.22 -0.09
-0.35 -0.74 -0.19
0.55 0.02 -0.18
0.12 0.59 0.61
0.38 0.22 0.06
-0.17 -0.23 0.07
0.02 0.19 0.14
-0.04 -0.36 -0.30
0.10 0.24 0.07
-0.16 0.05 0.16
-0.02 0.11 0.03
-0.11 0.00 0.01
-0.01 0.14 0.06
0.05 0.01 -0.05
0.12 -0.20 -0.08
0.15 0.01 -0.20
0.08 -0.04 0.13
0.01 0.03 -0.02
0.06 0.06 0.07
-0.23 -0.12 -0.05
-0.02 -0.03 -0.02
0.11 0.06 0.10
-0.12 0.01 0.11
0.01 0.06 -0.01
0.05 0.04 0.14
0.04 0.15 -0.13
-0.11 0.02 -0.01
-0.02 -0.01 -0.21
0.07 -0.16 0.22
-0.06 -0.14 -0.05
0.07 -0.06 -0.18
0.11 0.12 0.02
-0.09 0.01 -0.05
-0.01 0.10 -0.25
0.09 -0.10 -0.15
-0.06 -0.05 -0.03
-0.03 -0.01 -0.01
0.04 0.04 0.00
0.05 0.01 -0.04
0.11 -0.15 0.00
0.01 -0.07 -0.13
0.02 0.00 0.00
-0.01 0.02 -0.22
0.06 -0.07 0.03
-0.04 -0.12 -0.15
-0.08 0.01 0.12
0.07 -0.07 0.02
0.02 -0.06 -0.04
-0.11 0.06 -0.06
0.05 0.03 -0.05
0.11 0.10 0.15
0.06 0.03 -0.01
0.02 -0.15 -0.22
-0.11 -0.14 -0.16
0.02 -0.13 -0.02
-0.02 0.02 -0.06
-0.01 0.35 0.16

Results
lowest unoccupied orbital energy: -0.173 Ha
E_HOMO: -11.80 eV
net charge: +1
structure (SMILES): C#C[C@]1(O)[C@]([C@@H](F)CC)(P(C)O)[C@@](O)(CCOC(C)=O)[C@H](CCCCCCCCCCC)[N@+]1(Br)CCC(=O)O
electronic energy: -127692.508 eV
HOMO-LUMO gap: 7.1 eV